Computed, not measured: a molecular structure, C26H65BaN4O9Zn at a distorted geometry, with ωB97M-V/def2-TZVPD.

Summary:
* molecular weight: 780.54 u
* gap between HOMO and LUMO: 1.7 eV
* strongest force on any atom: 4.462 eV/A
* energy above the lowest of the compared OMol25 structures with the same formula, charge and spin: 2.309 eV
* highest occupied orbital energy: -13.101 eV
* energy: -3729.4102 hartree

Geometry as ORCA input:
```
! RIJCOSX wB97M-V def2-TZVPD def2/J DEFGRID3
* xyz 3 1
Ba -3.65 2.62 3.40
Zn -3.49 -0.83 1.68
C -0.82 1.34 -0.46
C -1.06 1.42 1.04
O -2.24 0.84 1.53
H -1.40 2.14 -0.92
H -1.15 0.41 -0.92
H 0.24 1.45 -0.69
H -1.03 2.47 1.32
H -0.26 0.94 1.60
C -5.46 -4.03 1.41
O -5.48 -2.60 1.19
C -6.24 -2.17 0.05
C -5.77 -0.81 -0.34
N -4.34 -0.56 -0.29
C -3.64 -1.43 -1.27
C -3.88 -0.92 -2.71
O -3.63 0.52 -2.87
C -3.85 0.95 -4.26
H -4.71 -4.47 2.06
H -5.26 -4.54 0.47
H -6.36 -4.36 1.93
H -7.33 -2.12 0.16
H -6.15 -2.97 -0.69
H -6.30 -0.16 0.36
H -6.06 -0.73 -1.39
H -4.34 0.31 -0.79
H -4.03 -2.45 -1.22
H -2.56 -1.58 -1.24
H -4.91 -1.12 -3.04
H -3.14 -1.42 -3.33
H -3.57 0.16 -4.95
H -3.27 1.87 -4.34
H -4.86 1.22 -4.58
C 7.93 0.11 -3.63
O 6.68 0.26 -3.10
C 6.50 -0.22 -1.74
C 5.19 0.25 -1.22
N 4.12 -0.06 -2.19
C 2.84 0.48 -1.88
C 1.83 -0.11 -2.96
O 1.59 0.91 -3.99
C 0.49 0.66 -4.72
H 7.88 0.38 -4.69
H 8.27 -0.93 -3.60
H 8.70 0.70 -3.14
H 7.16 0.32 -1.07
H 6.60 -1.31 -1.71
H 5.39 1.32 -1.23
H 4.96 -0.14 -0.23
H 4.53 -0.02 -3.11
H 2.73 1.56 -1.92
H 2.48 0.18 -0.90
H 0.96 -0.49 -2.42
H 2.15 -1.07 -3.36
H 0.59 -0.10 -5.49
H 0.39 1.49 -5.43
H -0.40 0.53 -4.10
C 2.75 -0.10 2.39
O 4.07 -0.71 2.12
C 4.01 -2.16 2.33
C 3.20 -2.89 1.23
N 3.19 -4.38 1.30
C 2.18 -4.94 0.32
C 2.68 -4.71 -1.11
O 1.82 -5.31 -1.96
C 2.20 -5.16 -3.27
H 1.95 -0.62 1.86
H 2.78 0.92 2.00
H 2.51 -0.06 3.46
H 3.54 -2.32 3.30
H 5.00 -2.62 2.43
H 3.63 -2.59 0.27
H 2.16 -2.58 1.23
H 3.20 -4.82 2.21
H 1.18 -4.62 0.60
H 2.30 -6.00 0.55
H 3.71 -5.07 -1.08
H 2.80 -3.63 -1.26
H 1.46 -5.67 -3.88
H 3.18 -5.57 -3.51
H 2.24 -4.13 -3.63
C -0.56 0.69 4.84
O -1.18 1.93 4.85
C -0.29 3.04 5.05
C -1.11 4.35 5.41
N -2.10 4.78 4.41
C -1.35 5.29 3.29
C -2.19 5.73 2.06
O -2.82 4.64 1.45
C -3.41 5.04 0.13
H -1.34 -0.01 4.54
H -0.20 0.29 5.78
H 0.27 0.64 4.13
H 0.50 3.08 4.30
H 0.20 2.65 5.95
H -0.48 5.22 5.60
H -1.67 4.21 6.34
H -2.79 5.38 4.84
H -0.66 4.55 2.88
H -0.86 6.25 3.45
H -1.47 6.04 1.30
H -2.90 6.54 2.24
H -4.29 4.45 -0.16
H -2.68 4.79 -0.64
H -3.88 6.02 0.02
*
```